63
Properties=species:S:1:pos:R:3:forces:R:3:lowdin_charge:R:1 method="wB97M-V/def2-TZVPD" charge=0 homo_lumo_gap_ev=8.86 mol_weight_g_mol=472.1 homo_energy_ev=-8.46 multiplicity=1 lumo_energy_ev=0.40
Sr -0.4453 -0.3610 -0.4667 -0.8863 -0.5667 -0.2382 1.560
C -0.5933 2.2746 -4.0184 -0.3147 -0.5763 -0.6516 -0.009
C -0.4613 1.4306 -2.7868 -0.4261 0.1920 1.9473 -0.755
O 0.6352 1.3226 -2.1567 0.3640 0.0458 -0.6142 -0.157
O -1.5191 0.9317 -2.3010 -0.0370 -0.0250 -0.7759 -0.176
H 0.2294 2.9669 -4.1613 0.0216 -0.0140 -0.0349 0.076
H -1.5706 2.7547 -4.0222 0.1305 0.2849 0.2555 0.077
H -0.6825 1.5795 -4.8622 0.3747 0.1332 -0.0835 0.083
C -3.7231 -1.6344 2.4550 -0.5248 -0.8825 1.2455 -0.021
C -2.6023 -1.3041 1.5092 1.1026 0.6310 -0.4206 -0.760
O -1.4474 -1.7797 1.7136 -0.0089 -0.4664 0.3069 -0.124
O -2.7834 -0.4916 0.5708 -0.7681 0.3614 -0.3721 -0.149
H -3.8490 -0.8894 3.2464 0.3350 0.3003 -0.2630 0.078
H -3.4909 -2.5509 3.0074 0.1508 0.0365 -0.1758 0.072
H -4.7332 -1.7733 2.0688 0.2531 0.2088 -0.6633 0.073
C -3.1220 -2.5798 -1.9713 0.4319 0.3544 -0.7105 -0.066
O -1.7277 -2.2581 -1.9504 0.2491 -0.5642 0.1248 -0.284
C -0.9187 -3.3234 -2.4680 -0.6550 0.5952 -0.1221 -0.203
C 0.4798 -3.1965 -1.8762 -1.0546 -0.0790 -1.3433 -0.201
N 0.9911 -1.8696 -2.2479 0.8322 -0.6825 0.4476 -0.108
C 2.4126 -1.6481 -1.8529 -0.9269 0.9653 -0.2328 -0.179
C 2.7169 -2.1889 -0.4664 0.1917 0.2480 -2.0902 -0.239
O 1.6973 -1.7600 0.4121 1.5400 -0.4749 0.4341 -0.283
C 2.0120 -2.2534 1.7199 -1.9898 0.0326 0.8147 -0.070
H -3.4013 -2.9756 -0.9994 -0.3260 -0.0252 -0.0218 0.095
H -3.3131 -3.2783 -2.7917 -0.0348 -0.2834 0.2448 0.087
H -3.6659 -1.6827 -2.2587 -0.0280 0.1653 0.5448 0.099
H -0.9560 -3.2228 -3.5623 0.4123 -0.0847 -0.0285 0.131
H -1.3865 -4.2875 -2.2470 0.2364 -0.0541 0.2809 0.125
H 1.0754 -3.9971 -2.3334 0.1496 -0.1976 0.5115 0.131
H 0.3256 -3.3027 -0.8042 0.5560 -0.0527 0.1038 0.122
H 1.0154 -1.8557 -3.2622 -0.4828 0.3714 0.0205 0.124
H 2.5223 -0.5564 -1.8655 0.1345 -0.0564 0.1110 0.108
H 3.0892 -2.0150 -2.6311 0.1984 -0.3763 0.3567 0.126
H 3.7248 -1.8121 -0.2646 -0.1195 0.0024 0.7646 0.135
H 2.7814 -3.2762 -0.5750 -0.1794 -0.1246 0.6538 0.124
H 2.8627 -1.7811 2.2040 0.2703 0.0649 -0.3961 0.089
H 2.0528 -3.3448 1.7387 0.4600 -0.0191 -0.3202 0.100
H 1.1180 -2.0334 2.3145 0.2018 0.1697 0.0332 0.088
C 3.1396 0.7593 4.4643 -0.6716 0.4564 -0.3179 -0.091
O 2.2969 0.6447 3.3157 0.2819 0.3792 0.2472 -0.216
C 2.3879 1.8326 2.5123 0.3436 -0.5374 0.6555 -0.209
C 1.6229 1.5657 1.2411 0.2510 -0.3811 0.0121 -0.190
N 0.2029 1.2021 1.4792 1.4142 0.7263 -1.0787 -0.137
C -0.6242 2.4121 1.5108 -0.6784 -0.4537 2.6034 -0.184
C -1.0150 3.0387 0.1978 0.1296 -0.0854 -0.1507 -0.223
O -1.6068 4.2960 0.4699 0.1775 -0.2146 0.1410 -0.168
C -1.8909 4.9867 -0.7186 -0.0521 0.2186 -0.4210 -0.112
H 2.7973 1.5828 5.1028 0.0624 0.0896 -0.0701 0.088
H 4.1517 0.9831 4.1217 0.2091 -0.2364 0.2791 0.086
H 3.0653 -0.1399 5.0697 0.1614 -0.2111 -0.2945 0.088
H 3.4470 2.0196 2.2940 -0.0037 -0.0006 -0.2093 0.125
H 2.0548 2.6977 3.0983 -0.3297 -0.0093 -0.1096 0.125
H 2.0994 0.6896 0.7892 0.1577 0.1890 -0.1870 0.104
H 1.7662 2.4232 0.5828 -0.3976 -0.1335 -0.1997 0.131
H 0.2805 0.6925 2.3552 -0.9518 0.1487 0.1368 0.110
H -0.1511 3.0969 2.2309 -0.0238 0.6040 -0.6261 0.123
H -1.5354 2.1340 2.0531 -0.1321 0.0045 -0.2866 0.133
H -1.7699 2.4332 -0.3127 0.1822 -0.2762 -0.0721 0.118
H -0.1459 3.1311 -0.4641 0.0024 0.1267 -0.0635 0.117
H -1.0089 5.5278 -1.0785 -0.0048 0.1341 0.0798 0.089
H -2.7110 5.6752 -0.5258 0.1065 0.1526 0.0711 0.087
H -2.2026 4.3382 -1.5460 -0.0678 -0.2480 0.2176 0.087


15
Properties=species:S:1:pos:R:3:forces:R:3:lowdin_charge:R:1 method="wB97M-V/def2-TZVPD" charge=0 e_above_lowest_kcal_mol=0.0 smiles="CC(C)=CC#N.F" homo_lumo_gap_ev=10.57 mol_weight_g_mol=101.1 homo_energy_ev=-9.85 multiplicity=1 lumo_energy_ev=0.72
C -1.5442 -1.0818 -0.0854 -0.0819 0.1419 -0.0328 -0.049
C -0.3868 -0.2610 0.3769 -0.0395 0.2205 0.0736 -0.333
C 0.8840 -0.9971 0.6434 0.1620 0.0371 0.0196 -0.044
C -0.4866 1.0703 0.4961 -0.8792 -0.7031 -0.2581 -0.092
C 0.6158 1.8983 0.7501 0.6774 0.3342 0.1171 -0.263
N 1.5341 2.5784 0.8731 0.2432 0.1745 0.0642 0.150
H -1.7805 -1.8674 0.6317 0.0086 -0.0484 0.0383 0.086
H -1.2796 -1.5665 -1.0282 -0.0171 -0.0458 0.0060 0.095
H -2.4274 -0.4687 -0.2486 -0.0580 -0.0244 -0.0177 0.080
H 1.4612 -1.0861 -0.2813 -0.0081 -0.0393 0.0030 0.096
H 1.5003 -0.4765 1.3774 0.0204 -0.0671 -0.0695 0.083
H 0.6686 -2.0055 0.9977 0.0601 0.0221 0.0159 0.083
H -1.4200 1.5806 0.3072 -0.0996 -0.0237 -0.0640 0.113
F 1.1206 1.0622 -2.7162 0.2596 0.3061 0.4138 -0.084
H 1.5406 1.6207 -2.0940 -0.2478 -0.2846 -0.3095 0.079


59
Properties=species:S:1:pos:R:3:forces:R:3:lowdin_charge:R:1 method="wB97M-V/def2-TZVPD" charge=+2 homo_lumo_gap_ev=6.34 mol_weight_g_mol=531.4 homo_energy_ev=-13.87 multiplicity=1 lumo_energy_ev=-7.52
Sc 0.5050 0.1206 0.1528 0.2524 0.0136 -0.1535 1.199
Br 6.0270 -0.1758 -4.8073 0.0322 -0.0005 -0.0596 0.857
C 5.0355 -0.1424 -3.2242 -0.0095 0.0023 0.0348 -0.678
C 3.6625 0.0603 -3.2752 0.0044 -0.0062 0.1254 -0.088
C 2.9458 0.0776 -2.0900 0.0570 0.0085 -0.3040 -0.033
C 3.5860 -0.0994 -0.8707 -0.1596 0.0332 0.3766 -0.256
C 4.9616 -0.3046 -0.8241 0.0514 -0.0232 -0.1779 0.006
C 5.6825 -0.3252 -2.0037 -0.0323 0.0023 0.0410 -0.082
N 2.7474 -0.0656 0.2842 0.0548 -0.0507 -0.1244 0.016
C 3.1784 -0.0209 1.4863 -0.0536 0.0012 0.1237 -0.015
C 2.2264 -0.0137 2.6156 0.1361 0.0485 -0.1048 -0.224
C 2.6670 0.0417 3.9204 -0.1157 -0.0414 0.0253 0.039
C 1.7206 0.0289 4.9452 0.0980 0.0045 0.0074 0.019
C 0.3778 -0.0277 4.6280 -0.1174 -0.0008 -0.0921 0.009
C 0.0064 -0.0595 3.2899 0.0809 0.0134 0.0604 -0.059
N 0.9075 -0.0554 2.3051 0.0428 0.0251 -0.0362 -0.002
H 3.1665 0.2083 -4.2235 0.0037 -0.0036 -0.0086 0.118
H 1.8750 0.2705 -2.1585 0.0024 0.0075 0.0989 0.093
H 5.4899 -0.4684 0.1049 -0.0290 -0.0088 0.0305 0.118
H 6.7506 -0.4896 -1.9823 0.0031 -0.0004 -0.0062 0.119
H 4.2376 0.0173 1.7296 -0.0005 -0.0059 -0.0067 0.144
H 3.7254 0.0912 4.1361 0.0040 -0.0205 0.0096 0.138
H 2.0385 0.0624 5.9786 0.0034 0.0060 -0.0002 0.137
H -0.3849 -0.0422 5.3930 0.0113 0.0061 0.0128 0.132
H -1.0356 -0.0857 2.9932 -0.0132 -0.0124 0.0334 0.131
C -5.3599 1.2422 -0.0078 -0.0593 0.0410 -0.0544 -0.073
C -4.3244 0.4707 0.8105 0.0923 0.0432 0.0647 -0.202
C -3.7799 -0.7300 0.0733 -0.1117 -0.1405 -0.0087 -0.163
C -4.6203 -1.8304 -0.1064 0.0158 0.0016 0.0072 -0.012
C -4.2026 -2.9709 -0.7666 0.0011 0.0426 0.0157 -0.034
C -2.9081 -3.0485 -1.2606 0.0042 0.0063 0.0053 -0.015
C -2.0354 -1.9844 -1.0952 -0.1055 -0.1192 -0.0098 -0.182
C -0.6065 -2.1043 -1.5632 0.0611 0.0720 -0.0960 -0.192
C 0.3217 -2.6272 -0.4641 0.0724 0.1629 0.3376 -0.078
C -2.4899 -0.8301 -0.4451 0.2665 0.1280 0.0251 -0.170
N -1.5278 0.2351 -0.3243 -0.4739 0.0607 -0.1033 -0.049
C -1.8285 1.4430 -0.7626 0.0217 -0.0265 0.0524 -0.018
C -0.8516 2.4493 -0.7483 -0.0299 -0.0917 0.0920 -0.298
C -0.8781 3.7770 -1.1511 0.1162 0.0228 -0.1103 0.028
C 0.4162 4.2807 -0.9607 -0.1688 0.0391 0.0887 -0.029
C 1.1732 3.2537 -0.4281 0.1137 -0.1282 -0.0713 -0.102
N 0.4392 2.1168 -0.2918 -0.0960 0.0555 -0.0183 -0.080
H -5.7690 2.0763 0.5601 0.0163 -0.0045 0.0227 0.085
H -6.1880 0.5945 -0.2939 -0.0056 -0.0070 0.0211 0.083
H -4.9414 1.6396 -0.9350 0.0137 -0.0001 0.0077 0.068
H -4.7923 0.1186 1.7323 -0.0389 -0.0307 -0.0302 0.122
H -3.5216 1.1393 1.1319 0.0060 -0.0055 -0.0466 0.097
H -5.6269 -1.7832 0.2909 -0.0020 -0.0008 0.0020 0.129
H -4.8825 -3.8022 -0.8914 0.0042 -0.0065 -0.0119 0.121
H -2.5798 -3.9407 -1.7797 0.0143 0.0035 -0.0016 0.127
H -0.2464 -1.1481 -1.9855 -0.0252 0.0210 0.0407 0.095
H -0.5389 -2.7854 -2.4122 -0.0301 -0.0326 0.0310 0.137
H 0.2275 -2.0707 0.4941 -0.0124 -0.0805 0.0313 0.048
H 1.3752 -2.6608 -0.7517 -0.0091 -0.0173 -0.0405 0.090
H 0.0211 -3.6208 -0.1325 0.0149 -0.0510 -0.1537 0.113
H -2.8196 1.6429 -1.1602 0.0152 0.0363 -0.0204 0.145
H -1.7323 4.3016 -1.5494 0.0023 0.0090 0.0052 0.131
H 0.7593 5.2786 -1.1753 0.0115 0.0048 0.0191 0.118
H 2.2176 3.2749 -0.1540 -0.0020 -0.0053 0.0019 0.122


8
Properties=species:S:1:pos:R:3:forces:R:3:lowdin_charge:R:1 method="wB97M-V/def2-TZVPD" charge=0 e_above_lowest_kcal_mol=118.6 homo_lumo_gap_ev="4.91 / 4.09" mol_weight_g_mol=77.0 homo_energy_ev="-9.43 / -9.09" multiplicity=1 lumo_energy_ev="-4.52 / -5.00"
C 1.8905 0.2166 0.1186 2.2874 0.9548 0.6611 -0.762
N -1.8597 -0.0511 0.0633 0.0069 -2.6706 0.3729 0.267
O 2.9803 0.8161 0.2711 -0.8771 -1.7385 -0.9031 0.082
O 1.7079 -1.0382 -0.3587 1.3988 -0.3387 -0.7278 0.082
O 0.8782 0.8427 0.5137 -2.6413 -0.2105 0.0253 0.072
H -1.8053 -1.1589 0.2371 0.3714 3.2294 -0.3726 0.107
H -1.1284 0.6227 0.3686 0.8716 -0.3420 0.0275 -0.008
H 2.5594 -1.4289 -0.7358 -1.4176 1.1161 0.9166 0.159


7
Properties=species:S:1:pos:R:3:forces:R:3:lowdin_charge:R:1 method="wB97M-V/def2-TZVPD" charge=0 e_above_lowest_kcal_mol=90.5 homo_lumo_gap_ev="8.49 / 7.50" mol_weight_g_mol=100.0 homo_energy_ev="-9.44 / -8.27" multiplicity=1 lumo_energy_ev="-0.95 / -0.77"
O 1.5212 0.2329 -0.7704 1.4312 -0.8303 1.1154 -0.555
F -2.2094 -0.4529 0.3329 -0.3511 0.4251 0.7201 -0.544
P 0.3660 -0.7873 -0.1246 0.9941 0.5422 0.4979 0.552
P -1.1547 0.7500 -0.0607 -1.6019 -1.0596 -1.8687 0.540
H 2.4112 -0.0072 -0.3796 -1.3268 0.4379 -0.8928 0.053
H 0.6771 -0.2981 2.5164 -0.1073 -0.1765 -0.9056 0.016
H -1.6115 0.5625 -1.5140 0.9617 0.6611 1.3336 -0.062


Question: What is the charge in the fourth record?
Answer: 0


Question: Which value of charge does entry 3 give?
Answer: +2


Question: What is the charge in the fourth record?
Answer: 0